Record 1
One molecule with the formula C4H4S at a distorted geometry, computed with ωB97M-V/def2-TZVPD.

Results
* Kohn-Sham gap (spin up / spin down): 6.7 / 7.8 eV
* spin multiplicity: 3
* relative energy (zero: lowest compared OMol25 entry of this formula, charge and spin): 24.64 kcal/mol
* lowest unoccupied orbital energy (spin up / spin down): 0.7 / -2.3 eV

Geometry (Å):
C 0.12 -0.53 0.31
C 0.14 0.82 0.88
C -0.14 -1.37 -0.77
C 0.22 1.90 1.46
S -0.42 -0.66 -2.38
H 0.44 -1.12 1.19
H -0.45 0.65 -1.78
H -0.37 -2.45 -0.78
H 0.46 2.77 1.85

=====

Record 2
A 4-piece molecular cluster, C6H12O overall, computed with ωB97M-V/def2-TZVPD.

Results
* Kohn-Sham gap: 10.1 eV
* relative energy (zero: lowest compared OMol25 entry of this formula, charge and spin): 146.33 kcal/mol
* lowest unoccupied orbital energy: 0.9 eV

Geometry (Å):
C 1.31 0.31 1.10
C 1.11 -0.64 0.12
C 1.74 -0.53 -1.25
C -1.05 -0.58 -0.56
C -1.91 -0.40 0.47
C -1.84 0.68 -0.54
O -1.29 1.95 -0.30
H -0.24 0.48 1.78
H 1.50 0.03 2.13
H 1.65 1.31 0.81
H 0.95 -1.66 0.47
H 2.74 -0.99 -1.20
H 1.87 0.51 -1.56
H 1.19 -1.06 -2.02
H -0.82 -1.36 -1.27
H -2.62 -0.97 1.06
H -1.04 0.24 1.64
H -2.66 0.83 -1.24
H -0.59 1.86 0.36

=====

Record 3
One molecule with the formula C4H7NO at a distorted geometry, computed with ωB97M-V/def2-TZVPD.

Results
* Kohn-Sham gap: 9.3 eV
* relative energy (zero: lowest compared OMol25 entry of this formula, charge and spin): 59.43 kcal/mol
* SMILES: N[C@H]1C=COC1
* lowest unoccupied orbital energy: 1.1 eV

Geometry (Å):
N -0.61 -1.18 1.00
C -0.23 0.12 0.73
C 1.20 -0.09 0.10
C 1.02 0.08 -1.20
O -0.25 0.46 -1.59
C -0.87 0.92 -0.40
H -0.12 -1.68 1.66
H -0.87 -1.76 0.24
H -0.35 0.82 1.61
H 2.04 -0.47 0.60
H 1.71 -0.22 -1.90
H -2.02 0.93 -0.51
H -0.66 2.06 -0.35

=====

Record 4
An isolated ion of composition C10H23NP and charge +1 at a distorted geometry, computed with ωB97M-V/def2-TZVPD.

Results
* Kohn-Sham gap: 10.5 eV
* charge: +1
* relative energy (zero: lowest compared OMol25 entry of this formula, charge and spin): 34.00 kcal/mol
* SMILES: CC[NH+]=[P@@]1(C)C[C@@H]1C[C@@H](C)CC
* lowest unoccupied orbital energy: -3.0 eV

Geometry (Å):
C -4.42 -1.86 -0.22
C -3.89 -0.54 -0.55
N -3.19 0.12 0.58
P -1.78 0.96 0.29
C -1.71 2.57 -0.50
C -0.67 0.77 1.69
C -0.29 -0.12 0.41
C 0.97 0.39 -0.28
C 2.27 -0.35 0.18
C 2.28 -1.86 0.21
C 3.40 0.25 -0.68
C 4.88 0.23 -0.11
H -5.39 -1.91 0.45
H -4.62 -2.51 -1.18
H -3.72 -2.50 0.28
H -3.14 -0.53 -1.26
H -4.70 0.18 -0.90
H -3.76 0.41 1.34
H -2.13 3.39 0.13
H -2.49 2.37 -1.27
H -0.71 2.86 -0.91
H -0.99 0.27 2.56
H 0.22 1.47 1.81
H -0.44 -1.13 0.39
H 1.13 1.55 -0.03
H 0.85 0.40 -1.39
H 2.53 -0.04 1.21
H 1.73 -2.32 -0.68
H 1.98 -2.16 1.15
H 3.37 -2.13 0.06
H 3.50 -0.25 -1.61
H 3.12 1.36 -0.82
H 5.30 0.90 0.72
H 5.32 0.50 -1.04
H 5.19 -0.76 -0.01

=====

Record 5
C14H28Cl2NOP2Ru as an isolated structure at a distorted geometry, computed with ωB97M-V/def2-TZVPD.

Results
* Kohn-Sham gap (spin up / spin down): 6.8 / 5.7 eV
* charge: +3
* spin multiplicity: 5
* relative energy (zero: lowest compared OMol25 entry of this formula, charge and spin): 0.00 kcal/mol
* lowest unoccupied orbital energy (spin up / spin down): -11.8 / -14.0 eV

Geometry (Å):
C 0.85 -0.16 -5.34
C 0.94 -0.05 -3.87
H 1.84 -0.15 -5.80
H 0.26 0.68 -5.74
H 0.36 -1.12 -5.60
O 1.88 0.10 -3.13
Cl -0.79 -0.16 -3.17
Ru -0.62 -0.09 -0.87
P 0.07 1.99 -0.77
C 1.43 2.60 0.28
C 0.44 2.89 -2.31
H 0.64 3.94 -2.07
H -1.69 3.62 -0.93
H -0.42 2.83 -2.97
H -2.29 2.10 -0.24
H 2.34 2.05 0.02
H 1.32 2.45 -2.81
C -1.46 2.81 -0.23
H 1.59 3.67 0.10
H -1.31 3.23 0.77
H 1.21 2.43 1.34
P 0.26 -2.04 -0.58
C 1.66 -2.36 0.54
C -1.09 -3.07 0.05
H 0.04 -2.95 -2.80
H 1.13 -3.95 -1.78
H 1.71 -2.39 -2.47
C 0.85 -2.93 -2.06
H -2.05 -2.62 -0.22
H -1.01 -4.08 -0.38
H 1.88 -3.43 0.57
H 1.42 -2.00 1.55
H -1.01 -3.12 1.15
H 2.53 -1.80 0.16
Cl -2.94 -0.32 -1.02
C -0.67 0.21 5.62
C -0.72 0.10 4.13
C 0.45 0.20 3.39
C 0.41 0.15 2.00
N -0.74 -0.01 1.31
C -1.89 -0.12 2.03
C -1.91 -0.07 3.42
H 0.05 -0.49 6.07
H -0.36 1.22 5.94
H -1.66 0.01 6.07
H 1.40 0.35 3.89
H 1.32 0.22 1.40
H -2.80 -0.23 1.44
H -2.87 -0.14 3.93

=====

Record 6
C17H48N6O5 as an isolated structure at a distorted geometry, computed with ωB97M-V/def2-TZVPD.

Results
* Kohn-Sham gap: 8.4 eV
* relative energy (zero: lowest compared OMol25 entry of this formula, charge and spin): 458.33 kcal/mol
* lowest unoccupied orbital energy: 0.7 eV

Geometry (Å):
C -0.62 -0.55 0.81
C 0.50 -1.02 -0.08
C 0.07 -1.09 -1.55
O -1.23 -1.72 -1.66
C -1.57 -1.74 -2.99
N 1.55 0.01 -0.04
H -0.90 0.49 0.64
H -0.22 -0.60 1.82
H -1.52 -1.17 0.74
H 0.69 -2.02 0.31
H 0.89 -1.57 -2.08
H -0.01 -0.06 -1.88
H -2.59 -2.01 -3.25
H -1.02 -2.40 -3.66
H -1.46 -0.81 -3.55
H 1.86 0.30 0.87
H 2.37 -0.16 -0.61
C -2.73 3.64 -1.93
C -2.08 3.10 -0.61
C -2.74 1.95 0.05
O -1.90 1.61 1.21
C -2.35 0.70 2.16
N -0.71 2.74 -0.97
H -2.67 2.85 -2.68
H -2.44 4.58 -2.40
H -3.79 3.80 -1.71
H -2.12 3.86 0.17
H -2.93 1.13 -0.63
H -3.65 2.36 0.49
H -3.07 1.20 2.81
H -1.45 0.29 2.63
H -2.89 -0.14 1.72
H -0.72 1.97 -1.63
H -0.28 2.38 -0.13
C 1.02 -3.86 1.42
C 0.47 -2.83 2.39
C -0.04 -3.41 3.77
O -1.03 -4.33 3.81
C -1.80 -4.34 4.99
N 1.38 -1.64 2.58
H 1.46 -3.48 0.49
H 0.17 -4.48 1.15
H 1.76 -4.50 1.90
H -0.47 -2.55 1.91
H -0.33 -2.59 4.44
H 0.86 -3.75 4.28
H -1.28 -4.27 5.95
H -2.38 -5.27 5.02
H -2.43 -3.45 5.02
H 0.77 -0.84 2.66
H 1.94 -1.48 1.76
C 1.74 3.16 -2.81
C 1.18 1.92 -2.05
C 1.58 0.60 -2.76
O 0.76 0.56 -3.93
C 0.75 -0.63 -4.72
N 1.92 1.95 -0.81
H 1.93 4.00 -2.15
H 1.11 3.44 -3.65
H 2.74 3.02 -3.22
H 0.10 1.92 -1.93
H 1.46 -0.33 -2.20
H 2.62 0.42 -3.04
H 1.59 -0.56 -5.40
H -0.07 -0.44 -5.41
H 0.53 -1.57 -4.21
H 1.94 2.82 -0.30
H 1.69 1.13 -0.26
C 2.19 1.19 1.89
O 1.97 0.05 2.23
N 3.28 1.95 1.92
N 1.26 1.91 1.32
H 4.13 1.81 2.46
H 3.27 2.82 1.40
H 1.58 2.59 0.63
H 0.39 1.44 1.09

=====

Record 7
C26H60Li4N4O14 as an isolated structure at a distorted geometry, computed with ωB97M-V/def2-TZVPD.

Results
* Kohn-Sham gap: 3.8 eV
* relative energy (zero: lowest compared OMol25 entry of this formula, charge and spin): 32.79 kcal/mol
* lowest unoccupied orbital energy: -0.9 eV

Geometry (Å):
Li -1.89 1.31 1.70
Li -0.51 -1.18 1.15
Li 0.79 3.77 -0.23
Li 0.20 2.74 -2.90
C -0.09 5.70 -1.52
O -0.37 6.76 -2.17
O 0.05 4.57 -2.16
O 0.17 5.74 -0.26
C -0.15 1.50 -0.16
O 0.50 1.86 -1.19
O -0.75 0.38 0.04
O -0.23 2.28 0.84
C 5.08 -2.49 -3.19
O 3.99 -1.63 -3.39
C 2.75 -2.16 -2.96
C 1.82 -1.00 -2.66
N 0.45 -1.40 -2.33
C -0.33 -1.71 -3.52
C -1.48 -2.62 -3.13
O -1.07 -3.91 -2.73
C -0.67 -4.74 -3.80
H 4.91 -3.50 -3.58
H 5.32 -2.56 -2.12
H 5.94 -2.09 -3.73
H 2.87 -2.85 -2.13
H 2.34 -2.72 -3.82
H 1.83 -0.19 -3.41
H 2.23 -0.47 -1.79
H 0.09 -0.61 -1.78
H 0.32 -2.17 -4.26
H -0.69 -0.78 -3.98
H -2.26 -2.64 -3.91
H -2.07 -2.11 -2.35
H 0.40 -4.66 -3.99
H -1.25 -4.64 -4.72
H -0.83 -5.75 -3.42
C 5.21 0.55 -0.60
O 4.77 1.77 -0.04
C 4.28 2.67 -1.00
C 3.89 3.97 -0.35
N 2.76 3.82 0.58
C 2.70 4.92 1.54
C 1.98 4.49 2.79
O 2.86 3.65 3.57
C 2.14 2.87 4.50
H 5.78 0.03 0.17
H 5.90 0.71 -1.43
H 4.35 -0.03 -0.93
H 3.49 2.30 -1.68
H 5.06 2.94 -1.73
H 3.59 4.70 -1.10
H 4.78 4.30 0.20
H 2.87 2.93 1.06
H 2.17 5.80 1.17
H 3.72 5.23 1.81
H 1.03 4.01 2.55
H 1.76 5.35 3.44
H 1.19 2.47 4.12
H 1.85 3.51 5.35
H 2.76 2.04 4.81
C -2.32 3.96 3.11
O -2.79 2.68 2.69
C -4.19 2.67 2.41
C -4.64 1.31 1.92
N -3.87 0.97 0.71
C -3.92 -0.43 0.26
C -5.23 -0.76 -0.46
O -5.35 0.03 -1.63
C -6.64 0.01 -2.21
H -1.27 3.85 3.34
H -2.96 4.38 3.88
H -2.34 4.65 2.25
H -4.50 3.45 1.72
H -4.68 2.90 3.36
H -5.70 1.27 1.67
H -4.46 0.56 2.70
H -4.22 1.51 -0.07
H -3.85 -1.05 1.16
H -3.08 -0.59 -0.42
H -6.03 -0.59 0.27
H -5.21 -1.79 -0.84
H -7.47 0.43 -1.63
H -6.89 -1.00 -2.55
H -6.52 0.62 -3.10
C -1.54 -5.70 3.66
O -1.05 -5.36 2.37
C -1.98 -4.52 1.71
C -1.48 -4.07 0.35
N -0.44 -3.04 0.28
C 0.79 -3.47 0.96
C 1.86 -2.37 0.91
O 1.38 -1.22 1.58
C 2.27 -0.12 1.57
H -1.77 -4.79 4.23
H -0.81 -6.36 4.14
H -2.47 -6.27 3.57
H -2.38 -3.67 2.30
H -2.87 -5.14 1.54
H -2.37 -3.77 -0.22
H -1.18 -4.94 -0.25
H -0.27 -2.98 -0.72
H 1.18 -4.40 0.52
H 0.65 -3.68 2.03
H 1.94 -2.09 -0.15
H 2.84 -2.73 1.23
H 1.88 0.74 2.11
H 2.42 0.26 0.56
H 3.27 -0.38 1.93

=====

Record 8
C25H32N3O2S5Zr as an isolated structure at a distorted geometry, computed with ωB97M-V/def2-TZVPD.

Results
* Kohn-Sham gap: 8.0 eV
* charge: +1
* relative energy (zero: lowest compared OMol25 entry of this formula, charge and spin): 0.00 kcal/mol
* lowest unoccupied orbital energy: -2.6 eV

Geometry (Å):
Zr 0.09 -0.36 -0.66
C 1.40 3.90 -0.36
C 0.57 3.90 0.92
S -0.57 2.49 1.00
C -0.72 2.39 2.80
C -1.59 1.20 3.20
S -1.28 -0.35 2.31
C 0.06 -1.14 3.21
C 1.41 -0.45 3.17
S 2.07 -0.22 1.49
C 2.83 1.41 1.76
C 3.40 2.06 0.51
S 2.22 2.36 -0.82
H 2.14 4.70 -0.29
H 0.77 4.11 -1.22
H 0.00 4.83 0.97
H 1.22 3.87 1.80
H -1.19 3.30 3.18
H 0.27 2.32 3.25
H -2.63 1.42 2.99
H -1.51 1.01 4.27
H 0.13 -2.14 2.77
H -0.23 -1.27 4.26
H 2.14 -1.03 3.73
H 1.35 0.53 3.63
H 3.63 1.26 2.49
H 2.07 2.05 2.21
H 4.18 1.43 0.08
H 3.88 3.00 0.80
C 3.37 0.07 -3.39
C 2.08 -0.56 -2.97
O 1.83 -0.50 -1.68
C 1.23 -1.18 -3.83
C 0.14 -1.98 -3.39
C -0.40 -3.02 -4.32
N -0.32 -1.88 -2.17
N -1.16 -2.92 -1.77
C -1.11 -3.01 -0.48
O -0.40 -2.16 0.24
C -1.90 -4.06 0.21
C -2.06 -4.02 1.59
C -2.81 -5.00 2.23
C -3.41 -6.01 1.50
C -3.25 -6.04 0.12
C -2.51 -5.07 -0.53
H 4.16 -0.21 -2.70
H 3.27 1.16 -3.36
H 3.65 -0.22 -4.40
H 1.50 -1.23 -4.87
H -0.03 -2.86 -5.33
H -1.48 -3.03 -4.31
H -0.08 -4.01 -3.98
H -1.60 -3.23 2.16
H -2.93 -4.96 3.31
H -3.99 -6.77 1.99
H -3.72 -6.83 -0.46
H -2.38 -5.09 -1.60
S -0.64 1.52 -2.36
C -2.21 1.08 -1.76
C -3.43 1.67 -2.11
C -4.59 1.15 -1.57
C -4.53 0.06 -0.69
C -3.30 -0.46 -0.38
N -2.17 0.05 -0.89
H -3.44 2.50 -2.80
H -5.54 1.58 -1.83
H -5.43 -0.37 -0.27
H -3.19 -1.30 0.30

=====

Record 9
A 2-piece molecular cluster, C3H3F2I overall at a distorted geometry, computed with ωB97M-V/def2-TZVPD.

Results
* Kohn-Sham gap: 8.6 eV
* relative energy (zero: lowest compared OMol25 entry of this formula, charge and spin): 90.14 kcal/mol
* lowest unoccupied orbital energy: -1.2 eV

Geometry (Å):
C -0.58 -0.36 1.16
C -1.69 0.14 0.69
C 1.70 -0.26 -1.87
F -1.51 1.36 0.14
F 1.52 1.14 -1.90
I 3.58 -0.68 -1.19
H 0.27 0.12 0.88
H -2.77 -0.11 0.54
H -0.51 -1.36 1.56

=====

Record 10
An isolated ion of composition CH4NO and charge -1, computed with ωB97M-V/def2-TZVPD.

Results
* Kohn-Sham gap: 7.5 eV
* charge: -1
* relative energy (zero: lowest compared OMol25 entry of this formula, charge and spin): 1.24 kcal/mol
* SMILES: NC[O-]
* lowest unoccupied orbital energy: 5.4 eV

Geometry (Å):
N -0.37 0.88 -0.13
C -0.03 -0.59 0.04
O 1.22 -0.91 -0.29
H -0.03 1.33 0.72
H 0.30 1.18 -0.84
H -0.33 -0.77 1.11
H -0.76 -1.12 -0.61

=====

Record 11
A 2-piece molecular cluster, C16H17N overall at a distorted geometry, computed with ωB97M-V/def2-TZVPD.

Results
* Kohn-Sham gap: 8.7 eV
* relative energy (zero: lowest compared OMol25 entry of this formula, charge and spin): 45.58 kcal/mol
* SMILES: Cc1c[nH]c2ccccc12.Cc1ccccc1
* lowest unoccupied orbital energy: 0.9 eV

Geometry (Å):
C 3.91 -0.31 2.09
C 2.41 -0.09 2.27
C 1.89 0.78 3.19
N 0.54 0.98 2.87
C 0.24 0.02 1.92
C -1.01 -0.38 1.45
C -1.17 -1.54 0.71
C 0.00 -2.28 0.37
C 1.25 -1.99 0.89
C 1.32 -0.74 1.51
H 4.00 -1.00 1.24
H 4.42 -0.59 2.99
H 4.22 0.61 1.55
H 2.51 1.35 3.87
H -0.17 1.43 3.43
H -1.93 0.15 1.64
H -2.11 -2.06 0.77
H -0.31 -2.98 -0.42
H 2.08 -2.67 0.86
C 0.45 1.38 -1.30
C -0.80 0.98 -2.02
C -2.01 1.48 -1.48
C -3.24 1.02 -1.87
C -3.31 0.12 -2.95
C -2.14 -0.30 -3.61
C -0.91 0.05 -3.04
H 0.69 0.76 -0.43
H 0.45 2.41 -0.93
H 1.35 1.30 -1.93
H -1.98 2.14 -0.64
H -4.21 1.28 -1.51
H -4.26 -0.12 -3.42
H -2.10 -0.94 -4.47
H -0.06 -0.27 -3.61

=====

Record 12
One molecule with the formula C5H12N2O at a distorted geometry, computed with ωB97M-V/def2-TZVPD.

Results
* Kohn-Sham gap: 9.6 eV
* relative energy (zero: lowest compared OMol25 entry of this formula, charge and spin): 93.76 kcal/mol
* SMILES: CN(CC=O)CCN
* lowest unoccupied orbital energy: 0.9 eV

Geometry (Å):
C -1.65 0.86 -1.20
N -0.43 0.49 -0.41
C 0.52 1.54 0.00
C 0.33 1.49 1.52
O 0.86 2.40 2.20
C 0.39 -0.79 -0.85
C -0.21 -1.99 -0.19
N 0.35 -3.28 -0.66
H -2.56 0.99 -0.53
H -1.53 1.70 -1.91
H -1.95 -0.01 -1.80
H 0.26 2.54 -0.50
H 1.61 1.26 -0.06
H -0.28 0.59 1.86
H 0.47 -1.01 -1.87
H 1.39 -0.78 -0.33
H -0.05 -2.01 0.88
H -1.31 -1.91 -0.53
H -0.10 -4.20 -0.50
H 1.42 -3.49 -0.58

=====

Record 13
A 2-piece molecular cluster, C5H13NO overall at a distorted geometry, computed with ωB97M-V/def2-TZVPD.

Results
* Kohn-Sham gap: 8.9 eV
* relative energy (zero: lowest compared OMol25 entry of this formula, charge and spin): 44.29 kcal/mol
* SMILES: C=C(N)CCC.O
* lowest unoccupied orbital energy: 0.8 eV

Geometry (Å):
C 1.03 2.12 0.47
C 0.36 1.10 -0.12
N 0.93 -0.11 -0.42
C -1.08 1.42 -0.59
C -1.99 1.55 0.62
C -1.79 0.44 1.73
H 0.58 3.09 0.60
H 2.10 2.28 0.35
H 0.87 -0.46 -1.37
H 1.89 -0.26 -0.11
H -0.94 2.30 -1.24
H -1.32 0.70 -1.36
H -1.91 2.57 0.99
H -3.06 1.41 0.37
H -2.25 -0.51 1.43
H -0.75 0.18 1.84
H -2.35 0.86 2.56
O 3.58 -6.37 -1.86
H 2.99 -6.06 -1.18
H 3.11 -6.26 -2.70